<i>
15
Properties=species:S:1:pos:R:3:lowdin_charge:R:1 method="wB97M-V/def2-TZVPD" lumo_energy_ev="-0.99 / -1.01" gap_ev="7.44 / 7.41" homo_energy_ev="-8.4347 / -8.4219"
S 0.570 -1.917 -1.405 0.407
N -0.942 -1.370 1.554 0.073
C 0.110 -0.836 1.060 -0.369
C 1.115 1.229 -0.269 -0.051
C -0.059 0.237 -0.013 -0.305
C -1.459 0.647 -0.467 -0.062
H 1.712 -1.224 -1.490 -0.279
H 1.038 1.373 -1.323 0.073
H -1.914 0.807 0.465 0.063
H 2.041 0.658 -0.082 0.080
H -0.977 -2.006 2.341 0.050
H 0.930 2.038 0.323 0.055
H 1.183 -0.993 1.380 0.116
H -1.508 1.547 -1.105 0.098
H -1.838 -0.191 -0.969 0.052


<ii>
15
Properties=species:S:1:pos:R:3:lowdin_charge:R:1 method="wB97M-V/def2-TZVPD" smiles=C[C@@H]1SC[C@@H]1N lumo_energy_ev=0.89 gap_ev=9.50 homo_energy_ev=-8.6060
S -0.333 -1.470 -0.609 0.810
N -0.257 2.190 0.285 0.039
C -0.440 0.772 0.561 -0.476
C 0.634 -0.423 0.531 -0.632
C -1.492 0.031 -0.291 -0.358
C 1.969 0.072 0.060 -0.140
H -2.338 -0.413 0.316 0.074
H -1.834 0.604 -1.198 0.085
H 2.569 -0.806 0.113 0.063
H 0.232 2.583 1.096 0.078
H 0.351 2.304 -0.541 0.081
H -0.895 0.734 1.610 0.142
H 1.876 0.375 -0.996 0.081
H 0.838 -0.794 1.496 0.078
H 2.305 0.887 0.685 0.075


<iii>
15
Properties=species:S:1:pos:R:3:lowdin_charge:R:1 method="wB97M-V/def2-TZVPD" lumo_energy_ev="-0.11 / -0.03" gap_ev="8.53 / 6.74" homo_energy_ev="-8.6484 / -6.7750"
S 3.620 -0.139 0.132 0.467
N 1.661 -0.342 -0.531 -0.153
C -0.102 1.611 -0.731 -0.073
C 0.303 1.480 0.734 -0.077
C -1.655 -1.674 -0.043 0.087
C 0.806 0.556 -0.267 -0.408
H 0.983 2.208 1.156 0.105
H -1.869 -1.256 0.916 -0.020
H 3.383 -1.106 1.005 -0.250
H -2.024 -1.206 -0.928 -0.022
H 0.317 2.421 -1.311 0.102
H -1.110 1.348 -1.013 0.090
H -1.186 -2.632 -0.107 -0.018
H 1.766 -0.615 -1.504 0.072
H -0.438 1.127 1.437 0.098


<ii> wins, 1.858 eV ahead of the next structure.


<i>
15
Properties=species:S:1:pos:R:3:lowdin_charge:R:1 method="wB97M-V/def2-TZVPD" lumo_energy_ev=-0.27 gap_ev=8.40 homo_energy_ev=-8.6681
S -1.293 2.110 2.043 0.628
N 0.602 -0.525 -0.998 -0.172
C 1.555 0.372 -0.354 -0.254
C -0.406 -1.075 0.042 -0.278
C -0.969 1.276 0.667 -0.652
C -1.619 -0.119 0.070 -0.192
H 1.498 1.744 -0.448 0.125
H 2.632 -0.095 -1.148 0.138
H -1.859 -0.189 -0.996 0.100
H -2.339 -0.687 0.753 0.119
H 0.171 -1.425 0.931 0.097
H -0.720 -2.166 -0.295 0.135
H 1.076 -1.211 -1.560 0.069
H 1.915 0.346 1.303 0.185
H -0.245 1.643 -0.010 -0.047


<ii>
15
Properties=species:S:1:pos:R:3:lowdin_charge:R:1 method="wB97M-V/def2-TZVPD" smiles=CSC[C@H]1CN1 lumo_energy_ev=1.02 gap_ev=9.55 homo_energy_ev=-8.5289
S 1.489 -0.793 -0.388 0.814
N -2.311 0.495 -0.105 0.035
C 0.169 0.374 -0.532 -0.507
C -1.914 -0.736 0.616 -0.148
C 2.729 0.291 0.349 -0.429
C -1.218 -0.314 -0.586 -0.429
H -1.425 -0.488 1.527 0.093
H 2.779 1.270 -0.040 0.018
H 0.225 0.950 -1.454 0.077
H -1.301 -1.027 -1.406 0.135
H 3.686 -0.205 0.239 0.022
H 2.632 0.456 1.443 0.048
H -2.499 -1.627 0.620 0.099
H -3.163 0.265 -0.583 0.081
H 0.123 1.090 0.301 0.092


<ii> wins, 5.484 eV ahead of the next structure.


<i>
15
Properties=species:S:1:pos:R:3:lowdin_charge:R:1 method="wB97M-V/def2-TZVPD" smiles=SCC1CNC1 lumo_energy_ev=0.94 gap_ev=9.69 homo_energy_ev=-8.7586
S -2.754 -0.450 0.011 0.710
N 1.904 -0.481 -0.338 -0.059
C 0.698 -1.233 -0.070 -0.194
C -1.298 0.545 -0.387 -0.542
C 1.248 0.766 0.088 -0.174
C -0.099 0.028 0.444 -0.317
H 1.795 1.230 0.966 0.122
H 0.967 -2.007 0.673 0.110
H -3.645 0.509 0.113 -0.175
H 2.646 -0.752 0.205 0.057
H -1.546 1.558 -0.112 0.069
H -0.328 0.004 1.516 0.121
H -1.087 0.557 -1.421 0.059
H 1.202 1.500 -0.710 0.095
H 0.298 -1.774 -0.978 0.118


<ii>
15
Properties=species:S:1:pos:R:3:lowdin_charge:R:1 method="wB97M-V/def2-TZVPD" smiles=N[C@H]1C[C@H](S)C1 lumo_energy_ev=0.90 gap_ev=9.80 homo_energy_ev=-8.8938
S 2.667 -0.354 -0.246 0.714
N -2.057 -0.271 -0.056 -0.038
C 0.289 0.998 -0.026 -0.204
C 1.161 0.007 0.615 -0.744
C -0.688 -0.197 -0.634 -0.367
C 0.115 -1.102 0.193 -0.242
H -0.672 -0.257 -1.871 0.188
H -2.358 0.012 0.864 0.049
H 0.373 -1.979 -0.339 0.086
H 2.805 1.093 -0.669 -0.040
H -2.878 0.052 -0.902 0.168
H 0.867 1.968 -0.376 0.121
H -0.490 -1.560 0.958 0.103
H -0.396 1.340 0.802 0.104
H 1.260 0.250 1.686 0.101


<i> wins, 2.100 eV ahead of the next structure.


<i>
15
Properties=species:S:1:pos:R:3:lowdin_charge:R:1 method="wB97M-V/def2-TZVPD" smiles=CSC1CNC1 lumo_energy_ev=0.98 gap_ev=9.50 homo_energy_ev=-8.5197
S -1.291 -0.786 -0.339 0.848
N 2.296 -0.014 -0.136 -0.040
C 1.237 -1.221 0.219 -0.166
C 1.187 0.847 -0.233 -0.304
C 0.207 -0.136 0.370 -0.643
C -2.553 0.362 0.041 -0.430
H -0.226 0.091 1.490 0.149
H 1.012 -1.739 -0.804 0.111
H -2.642 0.401 1.100 0.023
H 1.450 -1.943 0.946 0.077
H 2.595 -0.188 -1.133 0.105
H 0.919 0.887 -1.186 0.050
H 1.449 1.924 0.305 0.167
H -2.200 1.339 -0.142 0.024
H -3.440 0.176 -0.498 0.027


<ii>
15
Properties=species:S:1:pos:R:3:lowdin_charge:R:1 method="wB97M-V/def2-TZVPD" smiles=[NH3+][S-].C#CCC lumo_energy_ev=0.52 gap_ev=8.13 homo_energy_ev=-7.6041
S 2.346 0.224 -0.960 0.209
N 1.105 -0.974 -1.617 -0.314
C -0.036 -1.434 1.014 0.060
C -0.317 -0.290 1.100 -0.150
C -1.727 1.349 -0.139 -0.066
C -0.696 1.126 0.958 -0.236
H 0.569 -1.172 -0.697 0.004
H 1.545 -1.853 -1.858 0.072
H -0.904 1.420 1.956 0.104
H -1.680 2.353 -0.396 0.055
H 0.162 1.629 0.626 0.061
H -1.421 0.705 -0.983 0.086
H 0.292 -2.435 0.995 0.049
H -2.699 1.159 0.104 0.043
H 0.747 -0.463 -2.369 0.024


<i> wins, 0.544 eV ahead of the next structure.


<i>
12
Properties=species:S:1:pos:R:3:lowdin_charge:R:1 method="wB97M-V/def2-TZVPD" smiles="N/N=c1/nnon1N" lumo_energy_ev=0.31 gap_ev=9.72 homo_energy_ev=-9.4173
O -1.648 -0.613 -0.965 -0.154
N 2.259 0.058 0.297 0.007
N 1.336 0.714 -0.523 0.012
N -1.109 -0.594 1.175 0.053
N -0.585 1.007 -1.772 0.091
N -0.543 -0.805 -0.040 -0.070
N -1.654 0.363 -1.883 0.025
C 0.198 0.293 -0.705 -0.356
H -1.487 0.330 1.267 0.087
H -1.818 -1.279 1.454 0.109
H 1.815 -0.037 1.191 0.050
H 3.235 0.563 0.503 0.145


<ii>
12
Properties=species:S:1:pos:R:3:lowdin_charge:R:1 method="wB97M-V/def2-TZVPD" lumo_energy_ev=-0.02 gap_ev=9.77 homo_energy_ev=-9.7843
O -1.088 0.282 -0.654 -0.165
N 2.869 -1.428 -0.587 0.084
N 0.035 2.170 -0.154 -0.162
N 1.352 -0.995 1.019 0.197
N 0.571 3.159 -0.069 0.206
N 0.017 0.962 -0.181 -0.032
N 1.985 -1.037 0.101 -0.324
C -1.879 -0.387 0.308 -0.132
H -2.712 -0.864 -0.253 0.092
H -2.506 0.288 0.944 0.084
H -1.533 -1.118 1.059 0.075
H 2.890 -1.031 -1.532 0.077


<iii>
12
Properties=species:S:1:pos:R:3:lowdin_charge:R:1 method="wB97M-V/def2-TZVPD" smiles="N/N=c1/nnon1N" lumo_energy_ev=-0.35 gap_ev=8.45 homo_energy_ev=-8.8050
O -2.136 0.519 0.228 -0.061
N -2.584 -0.738 0.103 0.047
N -0.179 1.598 -0.527 0.040
N 1.712 -0.329 0.279 -0.110
N -0.727 0.534 0.236 -0.188
N 0.843 -1.339 -0.237 -0.013
N -1.641 -1.477 -0.332 0.095
C -0.384 -0.765 -0.180 -0.378
H 0.557 2.074 0.251 0.157
H 1.288 -0.148 1.267 0.117
H 0.575 0.974 -1.156 0.142
H 2.674 -0.904 0.069 0.151


<iv>
12
Properties=species:S:1:pos:R:3:lowdin_charge:R:1 method="wB97M-V/def2-TZVPD" lumo_energy_ev=0.33 gap_ev=8.91 homo_energy_ev=-8.5775
O -0.380 0.250 2.008 0.041
N -0.333 -0.988 2.352 -0.015
N 0.165 -0.937 0.360 -0.268
N -0.143 1.544 0.182 -0.063
N 0.241 1.583 -1.134 -0.127
N -0.058 -1.845 1.414 0.133
N 0.286 -1.647 -0.784 -0.009
C -0.180 0.332 0.633 -0.374
H -0.748 -2.322 -0.826 0.167
H -0.329 2.448 -1.635 0.138
H 1.308 2.107 -1.042 0.163
H 0.171 -0.524 -1.528 0.215


<i> wins, 0.516 eV ahead of the next structure.


<i>
53
Properties=species:S:1:pos:R:3:lowdin_charge:R:1 method="wB97M-V/def2-TZVPD" smiles="CN(c1ccccc1)S(=O)(=O)c1ccc(NC(=O)[C@@H]2CCCC[C@@H]2C(=O)O)cc1" lumo_energy_ev=0.38 gap_ev=8.90 homo_energy_ev=-8.5175
S 4.004 -1.438 -0.632 0.700
O -5.368 -0.790 -1.606 0.112
O 4.376 -2.719 -0.109 -0.283
O -5.189 1.325 -2.276 0.121
O -2.669 0.314 -1.120 0.112
O 4.230 -1.200 -2.025 -0.277
N 4.820 -0.284 0.300 -0.209
N -1.646 -0.301 0.824 0.144
C 3.290 3.616 0.247 -0.098
C -5.040 0.969 0.045 -0.188
C 3.740 1.530 -0.860 -0.037
C 1.400 -0.715 -1.226 -0.039
C -4.001 0.203 0.876 -0.183
C 3.223 2.810 -0.879 -0.070
C 2.288 -1.111 -0.245 -0.282
C -6.869 -0.404 1.134 -0.190
C 4.329 1.020 0.298 -0.268
C -5.186 0.370 -1.343 -0.525
C 4.411 1.842 1.422 -0.027
C 5.597 -0.768 1.414 -0.086
C 0.568 -0.979 1.404 -0.003
C 0.085 -0.441 -0.899 0.022
C -2.716 0.089 0.067 -0.395
C 3.897 3.126 1.389 -0.088
C -0.339 -0.567 0.424 -0.198
C 1.879 -1.251 1.068 -0.046
C -6.398 0.997 0.760 -0.134
C -5.829 -1.093 2.009 -0.186
C -4.506 -1.196 1.256 -0.146
H -7.823 -0.340 1.660 0.112
H 2.586 -1.584 1.810 0.118
H -7.017 -0.993 0.228 0.112
H 2.887 4.616 0.229 0.099
H -4.657 -1.773 0.344 0.121
H -5.257 0.932 -3.159 0.137
H 6.498 -0.164 1.525 0.102
H 3.718 0.923 -1.748 0.091
H -0.617 -0.133 -1.655 0.106
H 3.972 3.746 2.271 0.103
H -4.692 1.996 -0.104 0.155
H -3.804 0.773 1.793 0.159
H -6.296 1.600 1.666 0.122
H 5.033 -0.758 2.353 0.089
H 5.875 -1.793 1.184 0.079
H 4.878 1.490 2.327 0.098
H -7.134 1.484 0.116 0.123
H -6.172 -2.093 2.279 0.113
H -1.821 -0.449 1.809 0.142
H -5.688 -0.524 2.932 0.115
H 1.748 -0.632 -2.243 0.119
H -3.764 -1.711 1.870 0.113
H 2.771 3.185 -1.785 0.107
H 0.240 -1.087 2.428 0.114


<ii>
53
Properties=species:S:1:pos:R:3:lowdin_charge:R:1 method="wB97M-V/def2-TZVPD" smiles="C=CCN(CC=C)S(=O)(=O)c1ccc(NC(=O)COc2ccccc2OC)cc1" lumo_energy_ev=0.53 gap_ev=9.27 homo_energy_ev=-8.7397
S -3.820 0.861 -0.453 0.684
O -4.198 0.931 -1.837 -0.286
O 2.387 2.363 2.260 0.087
O -4.603 1.567 0.520 -0.280
O 4.479 1.019 -0.250 -0.048
O 2.923 -0.232 -1.969 -0.099
N 1.993 1.839 0.063 0.156
N -3.741 -0.736 0.003 -0.244
C -2.108 1.341 -0.307 -0.286
C -1.588 1.645 0.936 -0.054
C -1.294 1.268 -1.421 -0.055
C 4.202 -0.312 0.003 -0.195
C 2.770 2.069 1.151 -0.426
C -1.066 -1.905 -0.291 0.015
C 0.064 1.470 -1.282 -0.002
C 3.139 -2.338 -0.753 -0.022
C -0.228 1.847 1.086 0.017
C -3.476 -1.717 -1.014 -0.202
C 2.216 -0.884 -2.999 -0.078
C -2.092 -2.302 -1.017 -0.141
C 4.438 -2.344 1.264 -0.083
C -3.242 -1.711 2.194 -0.169
C 0.609 1.731 -0.023 -0.193
C -3.267 -2.934 2.688 0.015
C -4.286 -1.156 1.273 -0.199
C 3.401 -0.989 -0.935 -0.198
C 4.262 1.921 0.814 -0.084
C 3.654 -3.010 0.344 -0.083
C 4.712 -0.997 1.092 -0.001
H 2.807 -1.693 -3.438 0.100
H 4.843 -2.867 2.117 0.104
H -2.259 1.719 1.778 0.119
H 1.259 -1.277 -2.640 0.090
H 3.435 -4.059 0.473 0.105
H -3.652 -1.223 -1.976 0.113
H 4.644 2.886 0.468 0.144
H 2.523 -2.875 -1.458 0.105
H -4.731 -0.260 1.714 0.112
H -1.740 1.052 -2.378 0.118
H 5.335 -0.481 1.806 0.118
H 0.195 2.077 2.050 0.106
H 2.497 1.598 -0.788 0.133
H -1.143 -1.091 0.407 0.043
H -5.079 -1.899 1.113 0.128
H -2.505 -3.298 3.356 0.054
H -1.984 -3.124 -1.714 0.098
H -4.062 -3.623 2.453 0.058
H 2.033 -0.126 -3.759 0.096
H -4.203 -2.536 -0.930 0.130
H -0.104 -2.385 -0.355 0.049
H -2.438 -1.032 2.443 0.097
H 0.716 1.414 -2.140 0.108
H 4.797 1.645 1.727 0.126


<i> wins, 3.113 eV ahead of the next structure.